This record from OMol25 describes an isolated molecule of C4H7ClN2. The level of theory is ωB97M-V/def2-TZVPD.

```
! RIJCOSX wB97M-V def2-TZVPD def2/J DEFGRID3
* xyz 0 1
H -0.42 -1.67 -0.22
H -0.68 2.65 0.43
N 0.94 0.49 -0.50
C 1.93 -0.45 -0.50
N 2.06 -1.42 0.31
H 2.65 -0.24 -1.30
C -0.32 0.50 0.09
H 1.17 -1.32 0.80
C -1.02 -0.78 0.24
C -1.03 1.60 0.23
Cl -2.79 -0.81 -0.35
H -2.13 1.36 0.49
H 0.94 1.32 -0.93
H -1.29 -1.22 1.21
*
```

calculated total energy	-19761.9037	eV
structure (SMILES)	[H]/N=C\NC(=C)CCl
HOMO energy	-9.0	eV
energy relative to the best compared isomer or geometry (same formula, charge and spin)	65.2	kcal per mole
gap between HOMO and LUMO	9.37	eV